# C37H36Cl3IrN13O6S

A structure of composition C37H36Cl3IrN13O6S at a distorted geometry (ωB97M-V/def2-TZVPD, the Open Molecules 2025 dataset).

Element x y z (Å)
Ir (-0.021, 1.034, 0.076)
C (-1.453, -0.904, -6.301)
C (-1.334, -0.105, -5.041)
C (-2.449, 0.516, -4.476)
C (-2.347, 1.214, -3.296)
C (-1.117, 1.338, -2.620)
N (-1.050, 1.982, -1.397)
C (-1.897, 3.068, -1.219)
C (-2.084, 3.976, -2.277)
C (-2.891, 5.082, -2.143)
C (-3.542, 5.351, -0.942)
C (-4.379, 6.581, -0.764)
C (-3.354, 4.466, 0.118)
C (-2.562, 3.339, -0.007)
N (-2.479, 2.459, 1.113)
C (-3.381, 2.359, 2.101)
C (-2.772, 1.757, 3.184)
C (-1.474, 1.515, 2.762)
N (-1.289, 1.934, 1.505)
C (-0.001, 0.688, -3.183)
C (-0.117, -0.012, -4.367)
N (1.280, 0.778, -2.585)
C (2.465, 0.850, -3.225)
C (3.460, 0.848, -2.279)
C (2.791, 0.781, -1.058)
N (1.479, 0.738, -1.252)
H (-2.168, -0.450, -6.986)
H (-1.812, -1.909, -6.072)
H (-0.494, -0.999, -6.808)
H (-3.414, 0.423, -4.957)
H (-3.231, 1.641, -2.843)
H (-1.535, 3.816, -3.194)
H (-2.995, 5.766, -2.975)
H (-4.683, 6.993, -1.723)
H (-3.810, 7.350, -0.236)
H (-5.272, 6.371, -0.176)
H (-3.829, 4.677, 1.067)
H (-4.383, 2.731, 1.978)
H (-3.214, 1.532, 4.138)
H (-0.662, 1.055, 3.300)
H (0.749, -0.523, -4.767)
H (2.507, 0.920, -4.297)
H (4.520, 0.899, -2.445)
H (3.191, 0.770, -0.061)
N (1.856, 2.418, 2.399)
N (2.273, 3.704, 2.052)
C (1.961, 4.265, 0.863)
N (2.455, 5.495, 0.665)
N (1.238, 3.559, 0.008)
N (0.934, 4.212, -1.179)
O (0.522, 5.360, -1.163)
O (1.076, 3.556, -2.191)
H (1.261, 2.469, 3.219)
H (2.663, 1.848, 2.633)
H (2.811, 4.244, 2.711)
H (3.046, 5.927, 1.353)
H (2.083, 6.066, -0.075)
Cl (-1.993, -5.148, -2.167)
C (-1.305, -4.880, -0.607)
C (-0.019, -4.371, -0.500)
C (0.528, -4.179, 0.757)
C (-0.183, -4.490, 1.914)
C (0.445, -4.272, 3.275)
C (0.057, -2.910, 3.858)
N (0.622, -1.823, 3.063)
C (1.944, -1.452, 3.000)
C (2.024, -0.496, 2.039)
N (0.768, -0.284, 1.509)
C (-0.046, -1.111, 2.149)
O (1.849, -4.264, 3.219)
C (2.471, -5.536, 2.980)
C (3.613, -5.345, 2.034)
C (4.711, -4.582, 2.303)
Cl (5.033, -3.744, 3.768)
S (5.819, -4.516, 0.999)
C (4.811, -5.524, 0.051)
C (3.683, -5.885, 0.717)
C (-1.480, -4.973, 1.768)
Cl (-2.440, -5.321, 3.175)
C (-2.049, -5.178, 0.522)
H (0.544, -4.137, -1.393)
H (1.542, -3.810, 0.850)
H (0.087, -5.027, 3.983)
H (0.424, -2.823, 4.880)
H (-1.026, -2.795, 3.858)
H (2.701, -1.929, 3.596)
H (2.911, -0.036, 1.644)
H (-1.102, -1.221, 1.966)
H (1.752, -6.239, 2.554)
H (2.813, -5.930, 3.940)
H (5.119, -5.814, -0.940)
H (2.924, -6.533, 0.300)
H (-3.053, -5.569, 0.435)
O (-2.600, -0.236, 0.252)
N (-1.979, -0.928, -0.539)
O (-2.383, -1.862, -1.161)
O (-0.661, -0.646, -0.717)

The HOMO energy (alpha / beta) comes out at -12.47 / -12.47 eV. The energy above the lowest of the compared OMol25 structures with the same formula, charge and spin is 28.7 kcal per mole. The expectation value of S² is 0.78. The calculation puts the LUMO energy (alpha / beta) at -5.56 / -7.32 eV. Its total charge is +2. Its multiplicity is 2.

Atom charges from the Löwdin analysis, given in e for atoms 1 to 4:
1. Ir 1.46
2. C -0.02
3. C -0.22
4. C 0.01

# C37H36ClF4N3O2P2Pd

A structure of composition C37H36ClF4N3O2P2Pd at a distorted geometry (ωB97M-V/def2-TZVPD, the Open Molecules 2025 dataset).

Element x y z (Å)
Pd (0.489, 1.029, 0.569)
C (3.046, 2.508, 1.833)
N (2.089, 1.495, 2.270)
C (2.778, 0.294, 2.719)
C (1.150, 1.997, 3.280)
C (0.357, 3.196, 2.757)
N (-0.266, 2.872, 1.501)
C (-0.781, 3.816, 0.712)
C (-1.324, 3.434, -0.549)
F (-1.323, 2.097, -0.844)
C (-1.807, 4.345, -1.465)
F (-2.274, 3.912, -2.632)
C (-1.826, 5.706, -1.172)
C (-1.364, 6.118, 0.070)
F (-1.403, 7.402, 0.391)
C (-0.851, 5.216, 0.992)
F (-0.423, 5.688, 2.167)
H (3.493, 3.025, 2.688)
H (2.570, 3.243, 1.184)
H (3.849, 2.035, 1.271)
H (3.499, 0.527, 3.514)
H (3.321, -0.147, 1.881)
H (2.063, -0.435, 3.111)
H (1.692, 2.298, 4.188)
H (0.464, 1.178, 3.533)
H (1.024, 4.064, 2.668)
H (-0.409, 3.466, 3.498)
H (-2.187, 6.422, -1.893)
C (1.813, -2.625, 0.138)
N (0.536, -1.940, 0.001)
P (-0.167, -1.189, 1.410)
C (-1.928, -1.110, 0.938)
C (-2.619, -2.234, 0.490)
C (-3.963, -2.121, 0.180)
C (-4.619, -0.907, 0.332)
C (-3.940, 0.205, 0.806)
C (-2.594, 0.102, 1.112)
C (-0.240, -2.432, 2.734)
C (-0.549, -1.901, 3.986)
C (-0.729, -2.734, 5.072)
C (-0.599, -4.105, 4.905)
C (-0.297, -4.634, 3.660)
C (-0.116, -3.806, 2.565)
P (0.163, -0.823, -1.273)
C (-1.186, -1.770, -2.094)
C (-2.380, -1.203, -2.493)
C (-3.289, -1.980, -3.197)
C (-3.006, -3.305, -3.478)
C (-1.796, -3.857, -3.086)
C (-0.876, -3.090, -2.398)
C (1.241, -0.757, -2.726)
C (2.291, -1.581, -3.109)
C (2.902, -1.361, -4.331)
C (2.500, -0.317, -5.152)
C (1.455, 0.512, -4.765)
C (0.822, 0.289, -3.561)
H (1.958, -2.916, 1.179)
H (2.647, -1.996, -0.174)
H (1.806, -3.535, -0.465)
H (-2.108, -3.180, 0.385)
H (-4.502, -2.982, -0.186)
H (-5.667, -0.831, 0.091)
H (-4.458, 1.145, 0.933)
H (-2.053, 0.954, 1.520)
H (-0.676, -0.829, 4.090)
H (-0.962, -2.323, 6.043)
H (-0.733, -4.763, 5.748)
H (-0.199, -5.700, 3.536)
H (0.096, -4.231, 1.597)
H (-2.603, -0.174, -2.255)
H (-4.218, -1.545, -3.526)
H (-3.723, -3.913, -4.007)
H (-1.560, -4.882, -3.324)
H (0.080, -3.508, -2.119)
H (2.633, -2.381, -2.475)
H (3.702, -2.012, -4.648)
H (3.004, -0.141, -6.089)
H (1.133, 1.319, -5.403)
H (0.005, 0.926, -3.241)
Cl (3.358, 3.032, -3.159)
C (3.662, 1.658, -2.083)
C (2.476, 1.433, -1.151)
O (1.581, 2.281, -1.049)
O (2.469, 0.351, -0.503)
H (4.561, 1.857, -1.495)
H (3.818, 0.758, -2.680)

The HOMO energy (alpha / beta) comes out at -13.94 / -13.98 eV. The energy above the lowest of the compared OMol25 structures with the same formula, charge and spin is 49.2 kcal per mole. The expectation value of S² is 6.06. The calculation puts the LUMO energy (alpha / beta) at -4.94 / -8.95 eV. Its total charge is +2. Its multiplicity is 5.

Atom charges from the Löwdin analysis, given in e for atoms 1 to 4:
1. Pd 0.87
2. C -0.05
3. N -0.29
4. C -0.07

# C37H36ClFeI2N3O2P2S2

A structure of composition C37H36ClFeI2N3O2P2S2 at a distorted geometry (ωB97M-V/def2-TZVPD, the Open Molecules 2025 dataset).

Element x y z (Å)
Fe (1.698, 0.392, -0.997)
C (1.565, 1.983, 1.973)
N (2.272, 1.084, 1.059)
C (3.319, 0.524, 1.531)
C (3.999, -0.455, 0.776)
C (5.181, -1.137, 1.036)
C (5.399, -1.958, -0.078)
C (4.328, -1.726, -0.941)
N (3.464, -0.819, -0.425)
C (1.049, 1.311, 3.223)
C (0.904, 2.066, 4.384)
C (0.435, 1.485, 5.552)
C (0.116, 0.134, 5.574)
C (0.260, -0.625, 4.421)
C (0.721, -0.038, 3.250)
H (0.733, 2.421, 1.419)
H (2.234, 2.796, 2.274)
H (3.696, 0.778, 2.525)
H (5.790, -1.042, 1.923)
H (6.224, -2.633, -0.253)
H (4.161, -2.195, -1.896)
H (1.162, 3.121, 4.372)
H (0.320, 2.085, 6.448)
H (-0.251, -0.326, 6.485)
H (-0.003, -1.676, 4.413)
H (0.822, -0.639, 2.355)
I (4.848, 0.955, -4.905)
C (3.940, -0.868, -4.482)
C (4.373, -2.027, -5.126)
C (3.796, -3.236, -4.831)
I (4.538, -4.934, -5.802)
C (2.738, -3.320, -3.899)
C (2.167, -4.542, -3.451)
C (1.225, -4.538, -2.464)
C (0.723, -3.328, -1.986)
N (1.167, -2.179, -2.483)
C (2.256, -2.119, -3.339)
C (2.900, -0.842, -3.539)
O (2.596, 0.237, -2.912)
H (5.183, -1.971, -5.840)
H (2.514, -5.476, -3.869)
H (0.826, -5.461, -2.068)
H (-0.104, -3.250, -1.283)
S (-1.467, -2.447, 1.323)
P (-2.219, -0.647, 0.973)
S (-1.084, 0.740, 0.013)
C (-3.950, -0.675, 0.376)
C (-4.516, 0.474, -0.166)
C (-5.795, 0.435, -0.701)
C (-6.519, -0.750, -0.686)
C (-5.966, -1.887, -0.109)
C (-4.689, -1.847, 0.433)
C (-2.619, 0.129, 2.613)
C (-2.460, 1.484, 2.875)
C (-2.841, 2.020, 4.102)
C (-3.395, 1.206, 5.078)
C (-3.556, -0.151, 4.826)
C (-3.175, -0.684, 3.603)
H (-3.931, 1.386, -0.205)
H (-6.220, 1.326, -1.151)
H (-7.507, -0.792, -1.130)
H (-6.525, -2.815, -0.098)
H (-4.233, -2.738, 0.847)
H (-2.029, 2.120, 2.110)
H (-2.708, 3.079, 4.292)
H (-3.706, 1.624, 6.029)
H (-3.982, -0.799, 5.585)
H (-3.300, -1.742, 3.408)
C (-1.034, 3.973, -0.990)
P (0.050, 3.140, -2.143)
C (0.693, 4.440, -3.199)
C (-0.972, 2.090, -3.168)
O (1.194, 2.403, -1.474)
H (-1.714, 4.639, -1.524)
H (-0.429, 4.545, -0.284)
H (-1.599, 3.213, -0.448)
H (-0.116, 4.957, -3.717)
H (1.382, 4.002, -3.922)
H (1.243, 5.148, -2.576)
H (-1.793, 2.645, -3.626)
H (-1.379, 1.288, -2.543)
H (-0.340, 1.657, -3.948)
Cl (-2.515, -1.702, -2.099)
C (0.486, -1.006, -2.141)
H (0.390, -0.310, -2.964)
H (-0.441, -1.180, -1.597)

The HOMO energy (alpha / beta) comes out at -4.66 / -4.67 eV. The expectation value of S² is 8.79. The calculation puts the LUMO energy (alpha / beta) at 1.60 / 0.95 eV. Its total charge is -1. Its multiplicity is 6.

Atom charges from the Löwdin analysis, given in e for atoms 1 to 4:
1. Fe 0.93
2. C -0.19
3. N -0.04
4. C -0.10

# C37H36F3O3PmS2Sb

A structure of composition C37H36F3O3PmS2Sb at a distorted geometry (ωB97M-V/def2-TZVPD, the Open Molecules 2025 dataset).

Element x y z (Å)
Pm (0.724, 0.874, -0.971)
O (2.891, 0.484, -0.976)
S (4.380, 0.054, -0.710)
C (4.793, 0.498, 0.923)
C (3.964, -0.134, 2.043)
C (3.889, 0.593, 3.349)
C (2.924, 1.875, 3.192)
S (1.141, 1.553, 2.686)
O (1.193, 1.079, 1.174)
C (0.609, 0.235, 3.691)
C (-0.374, 0.538, 4.609)
C (-0.613, -0.288, 5.684)
C (0.072, -1.482, 5.790)
C (1.001, -1.821, 4.855)
C (1.322, -0.964, 3.809)
C (4.517, -1.695, -0.702)
C (3.690, -2.538, 0.024)
C (3.905, -3.907, -0.117)
C (4.857, -4.387, -0.985)
C (5.763, -3.561, -1.579)
C (5.607, -2.145, -1.452)
H (4.867, 1.598, 0.932)
H (5.842, 0.107, 0.899)
H (4.449, -1.103, 2.182)
H (2.954, -0.222, 1.647)
H (4.856, 0.896, 3.729)
H (3.555, -0.092, 4.157)
H (3.241, 2.573, 2.375)
H (2.711, 2.463, 4.102)
H (-0.911, 1.506, 4.540)
H (-1.378, -0.075, 6.423)
H (-0.082, -2.182, 6.633)
H (1.577, -2.735, 4.874)
H (2.081, -1.198, 3.100)
H (2.815, -2.240, 0.636)
H (3.233, -4.587, 0.376)
H (4.854, -5.446, -1.162)
H (6.581, -3.897, -2.173)
H (6.268, -1.518, -2.016)
C (2.420, 4.195, -3.353)
C (1.116, 3.477, -3.446)
C (0.196, 3.800, -4.568)
O (0.791, 2.667, -2.527)
H (2.272, 5.111, -2.755)
H (2.796, 4.456, -4.338)
H (3.136, 3.596, -2.715)
H (0.233, 4.843, -4.874)
H (-0.832, 3.490, -4.373)
H (0.469, 3.263, -5.523)
F (-7.226, 0.926, -5.598)
C (-6.338, 0.811, -4.605)
C (-6.762, 0.732, -3.302)
C (-5.812, 0.701, -2.286)
C (-4.455, 0.758, -2.570)
C (-4.097, 0.880, -3.942)
C (-5.034, 0.836, -4.986)
Sb (-2.932, 1.306, -1.273)
C (-1.710, -0.511, -1.319)
C (-1.341, -1.219, -0.181)
C (-0.755, -2.499, -0.337)
C (-0.488, -3.017, -1.596)
F (-0.060, -4.260, -1.604)
C (-0.847, -2.324, -2.737)
C (-1.435, -1.035, -2.573)
C (-3.777, 0.889, 0.658)
C (-4.510, -0.308, 0.646)
C (-5.141, -0.768, 1.821)
C (-5.033, 0.005, 2.960)
F (-5.641, -0.460, 4.089)
C (-4.423, 1.215, 2.976)
C (-3.779, 1.668, 1.833)
H (-7.809, 0.737, -3.119)
H (-6.139, 0.689, -1.241)
H (-3.044, 0.926, -4.240)
H (-4.808, 0.790, -6.029)
H (-1.586, -0.907, 0.827)
H (-0.492, -3.117, 0.517)
H (-0.728, -2.645, -3.744)
H (-1.731, -0.531, -3.448)
H (-4.763, -0.813, -0.234)
H (-5.776, -1.615, 1.853)
H (-4.447, 1.840, 3.898)
H (-3.441, 2.716, 1.770)

The HOMO energy (alpha / beta) comes out at -15.36 / -15.37 eV. The energy above the lowest of the compared OMol25 structures with the same formula, charge and spin is 0.0 kcal per mole. The expectation value of S² is 6.00. The calculation puts the LUMO energy (alpha / beta) at -8.90 / -8.32 eV. Its total charge is +3. Its multiplicity is 5.

Atom charges from the Löwdin analysis, given in e for atoms 1 to 4:
1. Pm 1.84
2. O -0.71
3. S 1.11
4. C -0.32

# C37H36GaN7O3S

A structure of composition C37H36GaN7O3S (ωB97M-V/def2-TZVPD, the Open Molecules 2025 dataset).

Element x y z (Å)
Ga (-0.167, -1.246, -0.697)
C (2.129, -5.180, -2.285)
O (0.835, -5.464, -1.766)
C (0.726, -5.220, -0.416)
C (0.582, -6.278, 0.451)
C (0.438, -6.070, 1.826)
C (0.460, -4.784, 2.310)
C (0.578, -3.689, 1.443)
C (0.692, -2.363, 2.001)
N (0.548, -1.307, 1.292)
N (0.856, -0.094, 1.883)
C (0.833, 0.831, 0.973)
O (0.499, 0.631, -0.274)
C (1.223, 2.207, 1.392)
C (1.188, 2.569, 2.738)
C (1.510, 3.858, 3.125)
C (1.887, 4.803, 2.176)
C (1.948, 4.443, 0.840)
C (1.615, 3.152, 0.453)
C (0.693, -3.883, 0.047)
O (0.804, -2.907, -0.824)
H (2.088, -5.381, -3.355)
H (2.878, -5.832, -1.825)
H (2.399, -4.136, -2.117)
H (0.577, -7.278, 0.034)
H (0.324, -6.912, 2.495)
H (0.375, -4.596, 3.374)
H (0.961, -2.248, 3.052)
H (0.884, 1.832, 3.466)
H (1.466, 4.130, 4.172)
H (2.141, 5.810, 2.482)
H (2.260, 5.167, 0.097)
H (1.681, 2.865, -0.586)
S (-2.340, -1.870, -0.135)
C (-2.801, -0.960, 1.291)
N (-3.319, -1.585, 2.276)
N (-3.824, -0.844, 3.352)
C (-2.950, -0.255, 4.290)
C (-3.521, 0.291, 5.442)
C (-2.723, 0.855, 6.420)
C (-1.341, 0.885, 6.273)
C (-0.776, 0.341, 5.130)
C (-1.569, -0.219, 4.138)
N (-2.718, 0.476, 1.368)
N (-3.008, 1.066, 0.326)
C (-2.952, 2.488, 0.461)
C (-3.843, 3.219, -0.313)
C (-3.822, 4.605, -0.253)
C (-2.880, 5.250, 0.541)
C (-1.982, 4.509, 1.303)
C (-2.029, 3.124, 1.283)
H (-4.485, -1.443, 3.825)
H (-4.599, 0.272, 5.559)
H (-3.184, 1.273, 7.306)
H (-0.717, 1.321, 7.042)
H (0.298, 0.329, 4.998)
H (-1.105, -0.642, 3.260)
H (-4.559, 2.685, -0.930)
H (-4.535, 5.183, -0.827)
H (-2.852, 6.331, 0.576)
H (-1.247, 5.010, 1.921)
H (-1.364, 2.526, 1.890)
C (-0.827, 3.586, -2.172)
N (-0.545, 2.395, -3.018)
C (0.902, 2.030, -3.021)
C (-1.441, 1.240, -2.599)
C (-1.082, -0.005, -3.347)
C (-1.427, -0.057, -4.698)
C (-1.065, -1.145, -5.473)
C (-0.375, -2.189, -4.874)
C (-0.061, -2.142, -3.522)
C (-0.388, -1.045, -2.715)
H (-0.206, 4.416, -2.501)
H (-0.606, 3.331, -1.136)
H (-1.881, 3.838, -2.255)
H (-0.798, 2.614, -3.980)
H (1.133, 1.577, -2.061)
H (1.482, 2.936, -3.189)
H (1.077, 1.309, -3.814)
H (-2.456, 1.579, -2.806)
H (-1.313, 1.139, -1.527)
H (-2.008, 0.749, -5.141)
H (-1.339, -1.189, -6.520)
H (-0.099, -3.059, -5.457)
H (0.439, -2.989, -3.069)

The HOMO energy comes out at -7.23 eV. The energy above the lowest of the compared OMol25 structures with the same formula, charge and spin is 4.7 kcal per mole. The calculation puts the LUMO energy at -0.26 eV.

Atom charges from the Löwdin analysis, given in e for atoms 1 to 4:
1. Ga 0.27
2. C -0.08
3. O -0.10
4. C -0.22